A cluster of 12 separate species, C48H72O36 in total, computed with ωB97M-V with the def2-TZVPD basis set.

LUMO level: -0.8 eV
Multiplicity: 1
Relative energy (zero: lowest compared OMol25 entry of this formula, charge and spin): 153.6 kcal per mole
E_HOMO: -9.86 eV
Molar mass: 1225.07 u

Each atom is followed by the atoms it is bonded to, with distances in Å.
CARTESIAN COORDINATES (ANGSTROEM)
1 C 31.3398 -2.1402 26.9611  C2 1.523, H8 1.090, H9 1.090, H10 1.090
2 C 31.1689 -2.9033 25.6538  C1 1.523, C3 1.498, O7 1.436, H11 1.090
3 C 32.3949 -3.0822 24.8118  C2 1.498, O4 1.444, H12 1.090, H13 1.090
4 O 32.5245 -4.5199 24.7764  C3 1.444, C5 1.360
5 C 31.3968 -5.1093 25.2568  O4 1.360, O6 1.233, O7 1.314
6 O 31.2174 -6.3173 25.0844  C5 1.233
7 O 30.7884 -4.2367 26.0275  C2 1.436, C5 1.314
8 H 32.0127 -2.6056 27.6814  C1 1.090
9 H 30.3204 -2.0682 27.3402  C1 1.090
10 H 31.6661 -1.1253 26.7339  C1 1.090
11 H 30.3488 -2.4402 25.1049  C2 1.090
12 H 33.1953 -2.5269 25.3008  C3 1.090
13 H 32.1435 -2.6717 23.8339  C3 1.090
14 C 32.4841 -12.0418 24.2410  C15 1.561, H21 1.090, H22 1.090, H23 1.090
15 C 33.9084 -12.3006 24.8242  C14 1.561, C16 1.483, O20 1.405, H24 1.090
16 C 33.9931 -12.0360 26.2814  C15 1.483, O17 1.366, H25 1.090, H26 1.090
17 O 34.7571 -13.0629 26.7593  C16 1.366, C18 1.327
18 C 34.7235 -14.0818 25.9096  O17 1.327, O19 1.244, O20 1.370
19 O 35.0510 -15.2585 26.1480  C18 1.244
20 O 34.1709 -13.6772 24.7229  C15 1.405, C18 1.370
21 H 32.3410 -10.9728 24.0830  C14 1.090
22 H 31.7545 -12.2277 25.0291  C14 1.090
23 H 32.2868 -12.5503 23.2973  C14 1.090
24 H 34.7279 -11.7622 24.3480  C15 1.090
25 H 33.0565 -12.0788 26.8374  C16 1.090
26 H 34.3920 -11.0365 26.4544  C16 1.090
27 C 27.2497 -5.6288 25.9995  C28 1.527, H34 1.090, H35 1.090, H36 1.090
28 C 26.2692 -4.4579 26.0169  C27 1.527, C29 1.499, O33 1.420, H37 1.090
29 C 26.8214 -3.1011 25.6988  C28 1.499, O30 1.433, H38 1.090, H39 1.090
30 O 25.9688 -2.6027 24.6608  C29 1.433, C31 1.289
31 C 25.1310 -3.5205 24.3180  O30 1.289, O32 1.191, O33 1.357
32 O 24.2948 -3.3951 23.4798  C31 1.191
33 O 25.3822 -4.7029 24.9349  C28 1.420, C31 1.357
34 H 26.7667 -6.6029 26.0760  C27 1.090
35 H 27.8218 -5.4674 26.9132  C27 1.090
36 H 27.9168 -5.5820 25.1388  C27 1.090
37 H 25.7109 -4.2537 26.9305  C28 1.090
38 H 27.8687 -3.1020 25.3967  C29 1.090
39 H 26.6770 -2.3952 26.5167  C29 1.090
40 C 30.3581 -9.6861 25.6752  C41 1.496, H47 1.090, H48 1.090, H49 1.090
41 C 29.1126 -8.8711 25.5226  C40 1.496, C42 1.515, O46 1.395, H50 1.090
42 C 28.7020 -8.5396 24.1030  C41 1.515, O43 1.390, H51 1.090, H52 1.090
43 O 27.3338 -8.7850 24.0819  C42 1.390, C44 1.303
44 C 26.9365 -9.4328 25.1406  O43 1.303, O45 1.226, O46 1.364
45 O 25.7716 -9.6769 25.4356  C44 1.226
46 O 28.0322 -9.6582 25.9212  C41 1.395, C44 1.364
47 H 30.1947 -10.6856 25.2722  C40 1.090
48 H 30.6359 -9.8132 26.7215  C40 1.090
49 H 31.2350 -9.2907 25.1627  C40 1.090
50 H 29.1747 -8.0899 26.2803  C41 1.090
51 H 29.2288 -9.0613 23.3040  C42 1.090
52 H 28.9721 -7.4911 23.9773  C42 1.090
53 C 27.7416 -1.5594 20.1686  C54 1.555, H60 1.090, H61 1.090, H62 1.090
54 C 28.3877 -2.7726 20.8962  C53 1.555, C55 1.518, O59 1.381, H63 1.090
55 C 28.9338 -2.5665 22.2978  C54 1.518, O56 1.414, H64 1.090, H65 1.090
56 O 28.5396 -3.7482 22.9658  C55 1.414, C57 1.362
57 C 27.7344 -4.4637 22.1330  O56 1.362, O58 1.204, O59 1.265
58 O 27.3239 -5.5716 22.3653  C57 1.204
59 O 27.5514 -3.8632 21.0343  C54 1.381, C57 1.265
60 H 27.0388 -1.1810 20.9108  C53 1.090
61 H 27.1277 -1.9246 19.3453  C53 1.090
62 H 28.4762 -0.7832 19.9540  C53 1.090
63 H 29.2229 -3.1110 20.2830  C54 1.090
64 H 28.6253 -1.6165 22.7342  C55 1.090
65 H 30.0206 -2.4917 22.2621  C55 1.090
66 C 23.6042 -12.6798 25.1162  C67 1.570, H73 1.090, H74 1.090, H75 1.090
67 C 24.3769 -13.0496 26.4319  C66 1.570, C68 1.509, O72 1.409, H76 1.090
68 C 24.7585 -11.8773 27.3026  C67 1.509, O69 1.394, H77 1.090, H78 1.090
69 O 24.1071 -12.2605 28.4736  C68 1.394, C70 1.249
70 C 23.3830 -13.2715 28.3572  O69 1.249, O71 1.256, O72 1.281
71 O 22.6780 -13.6799 29.3132  C70 1.256
72 O 23.4318 -13.7770 27.1813  C67 1.409, C70 1.281
73 H 22.8591 -11.9416 25.4127  C66 1.090
74 H 23.0532 -13.5433 24.7437  C66 1.090
75 H 24.2494 -12.2728 24.3376  C66 1.090
76 H 25.2052 -13.6859 26.1201  C67 1.090
77 H 24.3011 -11.0127 26.8216  C68 1.090
78 H 25.8423 -11.7742 27.3559  C68 1.090
79 C 33.8649 -5.9575 21.6290  C80 1.573, H86 1.090, H87 1.090, H88 1.090
80 C 32.4359 -6.5720 21.3925  C79 1.573, C81 1.506, O85 1.413, H89 1.090
81 C 31.3388 -5.6067 21.7565  C80 1.506, O82 1.399, H90 1.090, H91 1.090
82 O 30.4895 -5.6614 20.6458  C81 1.399, C83 1.380
83 C 31.1073 -6.2985 19.5889  O82 1.380, O84 1.233, O85 1.329
84 O 30.6334 -6.4510 18.4611  C83 1.233
85 O 32.2759 -6.7767 20.0034  C80 1.413, C83 1.329
86 H 34.5623 -6.7642 21.4032  C79 1.090
87 H 34.0334 -5.6757 22.6684  C79 1.090
88 H 34.1009 -5.1545 20.9306  C79 1.090
89 H 32.2411 -7.5124 21.9080  C80 1.090
90 H 31.7970 -4.6179 21.7397  C81 1.090
91 H 30.8376 -5.7656 22.7113  C81 1.090
92 C 27.5450 -12.6090 30.4239  C93 1.556, H99 1.090, H100 1.090, H101 1.090
93 C 28.1374 -13.0077 29.0416  C92 1.556, C94 1.545, O98 1.378, H102 1.090
94 C 28.6401 -11.7645 28.2740  C93 1.545, O95 1.432, H103 1.090, H104 1.090
95 O 29.9392 -12.1604 27.8196  C94 1.432, C96 1.349
96 C 30.3407 -13.2099 28.5669  O95 1.349, O97 1.232, O98 1.310
97 O 31.4622 -13.6875 28.7421  C96 1.232
98 O 29.3455 -13.6087 29.3197  C93 1.378, C96 1.310
99 H 27.5172 -13.4298 31.1406  C92 1.090
100 H 26.5651 -12.1566 30.2720  C92 1.090
101 H 28.2369 -11.8672 30.8227  C92 1.090
102 H 27.5288 -13.6655 28.4210  C93 1.090
103 H 28.6610 -10.9668 29.0165  C94 1.090
104 H 27.9271 -11.5828 27.4698  C94 1.090
105 C 31.4482 -6.6771 31.6312  C106 1.534, H112 1.090, H113 1.090, H114 1.090
106 C 30.7089 -6.5181 30.2963  C105 1.534, C107 1.515, O111 1.401, H115 1.090
107 C 31.5219 -6.9415 29.0894  C106 1.515, O108 1.385, H116 1.090, H117 1.090
108 O 30.5252 -7.5945 28.3827  C107 1.385, C109 1.367
109 C 29.4084 -7.8284 29.1356  O108 1.367, O110 1.243, O111 1.272
110 O 28.3395 -8.3245 28.7415  C109 1.243
111 O 29.6245 -7.4055 30.3160  C106 1.401, C109 1.272
112 H 32.0277 -7.5999 31.6023  C105 1.090
113 H 30.7416 -6.7898 32.4535  C105 1.090
114 H 32.1918 -5.9023 31.8180  C105 1.090
115 H 30.3704 -5.4823 30.3195  C106 1.090
116 H 32.3091 -7.6863 29.2061  C107 1.090
117 H 31.8293 -6.1075 28.4585  C107 1.090
118 C 27.4366 -8.2203 20.3660  C119 1.477, H125 1.090, H126 1.090, H127 1.090
119 C 28.2004 -9.4422 20.0443  C118 1.477, C120 1.508, O124 1.411, H128 1.090
120 C 29.0929 -9.3975 18.8298  C119 1.508, O121 1.428, H129 1.090, H130 1.090
121 O 30.3611 -9.6915 19.4159  C120 1.428, C122 1.277
122 C 30.2863 -9.9833 20.6569  O121 1.277, O123 1.196, O124 1.261
123 O 31.1952 -10.2728 21.3789  C122 1.196
124 O 29.1023 -9.8224 21.0604  C119 1.411, C122 1.261
125 H 27.0562 -8.2283 21.3875  C118 1.090
126 H 26.5326 -8.2425 19.7574  C118 1.090
127 H 27.9806 -7.3077 20.1226  C118 1.090
128 H 27.5314 -10.2965 19.9413  C119 1.090
129 H 28.9792 -8.3867 18.4382  C120 1.090
130 H 28.7546 -10.1152 18.0824  C120 1.090
131 C 36.4603 -6.8031 25.6751  C132 1.568, H138 1.090, H139 1.090, H140 1.090
132 C 34.9442 -6.9062 25.2897  C131 1.568, C133 1.548, O137 1.367, H141 1.090
133 C 34.7266 -8.1517 24.3967  C132 1.548, O134 1.373, H142 1.090, H143 1.090
134 O 34.0640 -9.0140 25.2356  C133 1.373, C135 1.333
135 C 33.7194 -8.4109 26.3729  O134 1.333, O136 1.235, O137 1.341
136 O 33.1185 -8.9415 27.3124  C135 1.235
137 O 34.2242 -7.1700 26.4210  C132 1.367, C135 1.341
138 H 37.1459 -7.0126 24.8540  C131 1.090
139 H 36.7202 -7.4265 26.5306  C131 1.090
140 H 36.6612 -5.7581 25.9114  C131 1.090
141 H 34.6413 -5.9669 24.8271  C132 1.090
142 H 35.6362 -8.7036 24.1595  C133 1.090
143 H 34.1346 -7.8676 23.5267  C133 1.090
144 C 22.5797 -6.4800 26.3730  C145 1.542, H151 1.090, H152 1.090, H153 1.090
145 C 22.4889 -6.9249 24.8996  C144 1.542, C146 1.498, O150 1.417, H154 1.090
146 C 23.1350 -8.2405 24.5896  C145 1.498, O147 1.371, H155 1.090, H156 1.090
147 O 22.1666 -9.0000 23.9861  C146 1.371, C148 1.313
148 C 20.9806 -8.4434 24.0663  O147 1.313, O149 1.242, O150 1.356
149 O 19.8824 -8.9434 23.7739  C148 1.242
150 O 21.1295 -7.2168 24.6256  C145 1.417, C148 1.356
151 H 23.6290 -6.4781 26.6681  C144 1.090
152 H 22.1220 -7.1968 27.0547  C144 1.090
153 H 22.2724 -5.4471 26.5362  C144 1.090
154 H 22.8177 -6.1647 24.1910  C145 1.090
155 H 23.4295 -8.7646 25.4989  C146 1.090
156 H 23.8841 -7.9793 23.8422  C146 1.090